This record from OMol25 describes the molecule C4H7N3S. The level of theory is ωB97M-V/def2-TZVPD.

- Net charge: 0
- Total energy: -719.046957 Ha
- ΔE to the lowest compared entry with this formula, charge and spin: 1.514 eV
- SMILES: [H]/N=c1/[nH]cc(C)n1S
- Highest occupied orbital energy: -7.3 eV
- Multiplicity: 1

Positions of all 15 atoms, in Å:
C: 1.1123 -0.1402 1.8492
C: 0.6003 0.1712 0.4860
C: 0.7070 1.3224 -0.2238
C: -0.6662 -0.0066 -1.4282
H: 1.1619 -1.1883 2.1802
H: 0.4813 0.3905 2.5886
H: 2.0415 0.3727 1.9079
H: 1.1679 2.2766 -0.0709
H: -0.1842 1.9027 -2.0443
H: -1.7562 -1.3013 -2.2558
H: -2.0255 -1.8397 0.8225
N: -0.0169 1.1746 -1.3664
N: -1.3819 -0.3613 -2.4352
N: -0.3672 -0.6152 -0.2194
S: -0.8741 -2.1581 0.2097

Force components x, y, z for each atom (eV/Å):
-1.206 0.490 0.559
-0.621 0.659 -0.024
0.454 -0.861 0.829
-1.003 -0.323 -1.137
0.161 0.371 -0.613
0.058 -0.416 -0.164
1.119 -0.031 0.296
0.489 -0.101 0.471
0.051 -0.323 0.059
0.059 0.412 -0.202
-0.072 0.119 0.047
-0.392 1.206 -1.178
-0.042 -0.722 0.668
0.763 -0.410 0.573
0.182 -0.068 -0.184

Atom charges from the natural (NBO) analysis, given in e for atoms 1 to 2: C -0.65; C 0.11

This record from OMol25 describes a structure of composition C31H66NO13. The level of theory is ωB97M-V/def2-TZVPD.

- Net charge: +1
- Total energy: -2253.011440 Ha
- ΔE to the lowest compared entry with this formula, charge and spin: 0.000 eV
- Highest occupied orbital energy: -11.1 eV
- Multiplicity: 1

Positions of all 111 atoms, in Å:
N: 14.4590 39.8160 42.8770
H: 14.5870 39.6560 41.8410
H: 13.7370 40.5700 42.9720
H: 15.3040 40.2940 43.5660
H: 14.1190 39.0380 43.2930
O: 14.4530 38.7130 45.7150
C: 14.4650 38.7710 46.9070
O: 14.9200 39.7010 47.7290
C: 15.4340 40.9720 47.2430
C: 16.0540 41.8590 48.3290
C: 14.1260 37.4220 47.6720
H: 14.5670 41.1910 46.4830
H: 16.4330 40.5660 46.7330
H: 16.5990 42.7530 48.0380
H: 16.7120 41.1580 48.6880
H: 15.3150 42.0990 49.1000
H: 14.7620 36.6170 47.2890
H: 12.9570 37.2960 47.4020
H: 14.0170 37.8880 48.6630
O: 12.4340 37.0510 43.3000
C: 12.9310 35.9860 43.0230
O: 12.6760 35.1740 42.0840
C: 11.6250 35.4630 41.1820
C: 11.5790 34.3970 40.0060
C: 14.0040 35.4820 43.9290
H: 12.0790 36.3420 40.6760
H: 10.6350 35.5540 41.6700
H: 12.3940 34.8090 39.3140
H: 10.5830 34.5050 39.3880
H: 11.5550 33.3630 40.2850
H: 14.5530 36.2620 44.5760
H: 14.8660 35.2180 43.2100
H: 13.5350 34.6220 44.4550
O: 15.8160 42.0400 41.2310
C: 16.8340 42.3930 40.5950
O: 17.0490 43.6010 39.8710
C: 15.9230 44.4680 39.7230
C: 16.3760 45.5280 38.8840
C: 18.0620 41.5840 40.8230
H: 15.6940 45.0300 40.5720
H: 15.2570 43.9250 39.1200
H: 15.5390 46.2180 38.9410
H: 16.7900 45.2240 37.7750
H: 17.2740 46.0690 39.1880
H: 18.3700 41.4910 41.8870
H: 18.7760 42.1370 40.3850
H: 18.2390 40.7220 40.3830
O: 11.4470 41.2040 42.8920
C: 10.6240 40.2680 43.1090
O: 10.1900 39.9390 44.3640
C: 10.4510 40.7910 45.4750
C: 9.8190 40.2420 46.7980
C: 10.1450 39.3000 42.0760
H: 10.1210 41.7630 45.4020
H: 11.5560 40.8330 45.5300
H: 10.3060 39.3190 47.2650
H: 8.7630 39.9130 46.9320
H: 10.0720 40.7100 47.6740
H: 10.3740 39.8320 41.1150
H: 9.0970 39.0680 42.1890
H: 10.7550 38.5060 42.2560
C: 15.3810 36.0560 39.7490
C: 15.2410 37.4830 39.6500
O: 14.1180 38.0270 40.3390
C: 15.7760 38.2400 38.5300
H: 16.4190 35.9670 39.6810
H: 14.9730 35.4260 38.7900
H: 14.9700 35.6990 40.7520
H: 15.8310 39.3290 38.8830
H: 15.3050 38.2870 37.5500
H: 16.7490 38.0850 38.5740
C: 17.8660 36.7620 44.8520
C: 17.4730 36.8820 43.3180
O: 16.3080 37.4180 43.1230
C: 18.3910 36.3840 42.2540
H: 18.2330 35.8190 45.0300
H: 17.1200 36.8770 45.5800
H: 18.7490 37.5980 45.0780
H: 18.3890 35.2000 42.2680
H: 19.3650 36.7330 42.2660
H: 17.8380 36.6350 41.4400
C: 14.0830 44.6700 43.4120
C: 15.0710 43.6890 43.9800
O: 14.6440 42.4690 44.2080
C: 16.4310 44.3800 44.2690
H: 14.0220 44.5580 42.2700
H: 14.2900 45.6970 43.7580
H: 13.0700 44.4350 43.6750
H: 16.3700 45.4210 44.5910
H: 17.1040 44.2570 43.1010
H: 16.8480 43.6840 44.8910
C: 12.8390 41.0020 39.2890
C: 11.7880 42.2300 39.4150
O: 10.5880 41.8850 39.1540
C: 12.0840 43.5060 40.0210
H: 12.5620 40.0680 39.2200
H: 13.4290 40.9890 40.2680
H: 13.3780 41.0970 38.4430
H: 12.2370 43.4920 41.1030
H: 11.2600 44.2490 39.6750
H: 13.0070 44.2060 39.7150
C: 19.2040 40.9960 46.1860
C: 18.8010 40.6660 44.7980
O: 17.6530 40.9740 44.3470
C: 19.8970 40.0430 43.8900
H: 18.4140 40.9220 46.8920
H: 19.6260 41.9280 46.2890
H: 20.0590 40.4040 46.5610
H: 20.2550 39.1730 44.5750
H: 20.6450 40.8800 43.7270
H: 19.4600 39.6310 43.0590

Force components x, y, z for each atom (eV/Å):
2.648 5.867 -0.011
0.558 0.115 1.354
0.279 -0.623 -0.161
-2.369 -1.865 -2.880
-1.270 -3.552 1.866
0.166 1.809 -1.633
0.602 -3.496 0.905
-0.204 0.428 1.758
0.966 -1.617 -3.914
-3.082 0.144 -0.302
-3.781 3.573 -0.758
2.281 0.980 1.254
-2.436 1.291 -0.195
-0.266 -0.122 -0.581
1.931 -1.196 1.692
0.236 0.168 -0.011
-0.233 0.225 0.876
2.754 -0.333 0.222
0.930 -1.796 0.530
-1.310 0.737 -1.130
1.671 2.423 3.680
-0.677 -2.787 -1.413
-0.165 -0.088 -2.416
-1.031 2.732 -1.171
2.702 -0.211 -0.541
-1.591 0.250 0.374
0.818 0.376 -0.048
-0.912 -1.673 0.729
1.799 0.237 1.315
0.759 -0.484 0.248
-1.793 -1.041 -0.744
-1.244 -0.568 1.211
0.998 0.365 -0.096
1.669 2.014 -2.544
-2.212 -0.154 2.228
-0.141 -3.512 2.381
2.141 -1.435 -0.932
2.493 2.075 -4.600
-0.523 3.250 2.802
-1.223 -0.504 2.186
-1.992 -0.693 0.330
0.066 0.557 -1.073
-1.868 0.549 2.398
-0.184 -0.038 0.850
-0.936 0.175 -0.503
3.139 2.223 -1.363
-0.470 -4.547 -2.148
-2.330 -2.608 0.806
2.023 2.320 1.129
-0.812 0.337 -1.311
1.453 -2.390 1.876
0.374 -3.882 -0.510
-0.754 3.778 -0.959
-0.978 2.167 -1.075
-0.459 0.093 0.503
-0.069 0.146 -1.786
0.435 0.904 -1.076
0.365 2.958 1.649
-0.365 -0.943 0.606
-0.163 -0.135 0.023
1.587 -2.808 0.023
-1.352 -2.210 0.051
-10.699 2.957 2.195
6.808 -2.434 -3.072
-2.013 4.251 1.624
2.028 -1.204 0.122
0.681 1.816 2.322
0.522 0.197 -1.629
-0.766 -1.075 -0.482
-0.089 -0.780 0.217
4.853 -1.392 -1.179
2.530 3.428 -2.307
-4.588 2.377 3.356
5.022 -2.250 -0.443
-1.853 -3.544 1.900
1.528 -2.225 0.277
-1.544 0.787 0.365
-2.165 -2.294 -0.573
0.157 2.290 0.247
1.846 0.762 0.179
-0.885 0.771 -3.070
-0.347 0.031 -1.432
-2.690 -2.790 0.370
3.093 5.298 -0.798
-0.152 -1.553 -4.959
0.638 0.455 1.460
0.028 -0.374 -0.623
-0.497 -0.378 0.518
-0.019 -0.412 -0.149
-2.102 0.596 3.624
1.999 -1.184 1.928
0.218 5.993 4.651
-3.406 -6.079 -1.143
3.793 1.961 0.675
0.979 5.397 -1.014
-3.147 -4.633 -0.160
-0.090 0.487 -1.572
2.630 1.066 -2.577
-0.619 -0.455 -0.020
0.887 -1.478 1.205
-1.348 -2.336 0.047
0.747 -2.326 0.507
-2.783 1.132 -2.561
3.551 -1.212 1.473
0.469 0.604 4.441
-0.807 -0.055 0.427
0.578 2.702 -0.279
-0.535 -0.351 -0.345
0.242 1.556 -1.453
-0.518 -1.427 0.035
-0.812 -0.625 -2.294

Atom charges from the Löwdin analysis, given in e for atoms 1 to 2: N 0.29; H 0.10

This record from OMol25 describes a cluster of 3 separate species, C16H35Br2F4N3O6S in total. The level of theory is ωB97M-V/def2-TZVPD.

- Net charge: 0
- Total energy: -7191.912517 Ha
- ΔE to the lowest compared entry with this formula, charge and spin: 0.000 eV
- SMILES: O=S(=O)(F)NCC[C@@](F)(Br)C(F)(F)Br.COCCNCCOC.COCCNCCOC
- Highest occupied orbital energy: -8.8 eV
- Multiplicity: 1

Positions of all 67 atoms, in Å:
O: 1.6149 -3.3895 1.9695
S: 1.1178 -2.0559 1.9259
O: 1.8446 -1.1471 1.1001
F: 1.0595 -1.4492 3.3424
N: -0.4494 -2.1400 1.5143
C: -1.0244 -0.9253 0.9072
C: -2.4105 -0.5187 1.4491
C: -3.2213 -1.6066 2.1302
F: -2.6747 -1.9739 3.3086
Br: -4.9449 -0.7566 2.6056
C: -3.5080 -2.8625 1.2152
F: -4.8211 -3.1312 1.0879
F: -3.0442 -2.6236 -0.0244
Br: -2.7271 -4.4926 1.9358
H: -0.5142 -2.9153 0.8578
H: -1.1234 -1.1227 -0.1552
H: -0.3675 -0.0679 0.9898
H: -2.2517 0.2369 2.2124
H: -2.9951 -0.0491 0.6687
C: 0.9741 2.5175 1.6019
O: -0.3944 2.8626 1.4565
C: -1.0946 2.9364 2.6971
C: -1.4389 4.3657 3.0583
N: -0.2506 5.1291 3.4146
C: -0.4622 6.5700 3.5363
C: -0.9363 7.3464 2.3111
O: 0.0140 7.4421 1.2679
C: 0.0773 6.3319 0.3934
H: 1.3763 2.2899 0.6161
H: 1.5571 3.3370 2.0334
H: 1.0761 1.6303 2.2343
H: -0.5324 2.4488 3.4990
H: -2.0318 2.3874 2.5655
H: -2.1255 4.3597 3.9100
H: -1.9684 4.7993 2.1996
H: 0.4665 4.9678 2.7210
H: 0.4900 7.0045 3.8492
H: -1.1714 6.7442 4.3519
H: -1.1149 8.3744 2.6361
H: -1.8935 6.9766 1.9235
H: -0.9025 5.8690 0.2504
H: 0.7897 5.5812 0.7470
H: 0.4344 6.6927 -0.5711
C: 2.0716 -1.4471 -5.2418
O: 1.5463 -2.7434 -5.4513
C: 2.5128 -3.7866 -5.4189
C: 2.3710 -4.6379 -4.1748
N: 2.7686 -3.9079 -2.9782
C: 2.4295 -4.5642 -1.7174
C: 0.9619 -4.8387 -1.4089
O: 0.1848 -3.6751 -1.1714
C: -0.3031 -3.0125 -2.3260
H: 1.2887 -0.7334 -5.4936
H: 2.3652 -1.2843 -4.1990
H: 2.9336 -1.2597 -5.8880
H: 3.5269 -3.3877 -5.5109
H: 2.3238 -4.4202 -6.2898
H: 3.0047 -5.5238 -4.2767
H: 1.3262 -4.9739 -4.1294
H: 2.3370 -2.9942 -2.9906
H: 2.8186 -3.9330 -0.9149
H: 2.9737 -5.5122 -1.6651
H: 0.9348 -5.4022 -0.4734
H: 0.4769 -5.4696 -2.1625
H: -0.5389 -3.7141 -3.1285
H: 0.4065 -2.2637 -2.6867
H: -1.2185 -2.4883 -2.0463

Force components x, y, z for each atom (eV/Å):
-0.418 0.165 0.891
1.162 -1.285 -2.310
-0.297 0.675 0.656
-0.222 0.108 0.312
0.024 0.756 0.143
-0.638 -0.052 -0.507
0.853 -0.196 0.565
-0.829 0.401 -0.236
0.168 -0.078 -0.132
0.142 -0.129 -0.045
-0.433 -0.493 0.600
0.311 0.244 -0.102
0.052 -0.057 0.026
0.052 0.120 -0.226
0.116 -0.268 0.088
0.109 0.031 -0.142
0.246 -0.006 0.170
-0.169 0.063 0.194
-0.090 -0.058 -0.196
-0.097 -0.035 -0.045
0.139 -0.105 0.187
-0.305 0.016 -0.137
0.221 0.108 -0.065
-0.097 0.037 -0.112
0.169 -0.120 0.068
-0.088 0.188 0.096
-0.026 -0.095 -0.020
0.134 0.140 -0.026
-0.083 0.011 -0.025
0.047 -0.069 0.072
0.146 0.017 0.005
0.097 0.069 -0.012
-0.008 0.018 0.015
-0.017 0.021 0.002
-0.128 -0.067 0.023
0.021 -0.017 -0.015
-0.023 0.045 0.027
-0.050 0.004 -0.027
0.008 0.005 -0.009
0.046 -0.121 -0.032
-0.009 -0.050 0.048
-0.089 -0.105 -0.010
-0.020 0.040 0.011
-0.110 -0.052 -0.036
0.113 0.130 0.086
-0.098 -0.235 -0.155
-0.037 0.191 0.155
-0.174 -0.094 -0.021
0.153 0.231 -0.026
0.098 -0.273 0.220
-0.193 0.166 0.065
-0.022 0.121 0.156
-0.024 -0.030 0.002
0.092 0.030 -0.023
0.035 0.016 0.028
0.003 0.060 0.096
0.019 0.019 -0.014
-0.008 -0.021 0.015
0.011 -0.104 -0.097
0.030 0.050 -0.011
-0.006 -0.055 0.049
-0.042 -0.041 -0.019
-0.016 0.036 0.021
-0.001 0.119 -0.108
0.056 -0.014 -0.032
0.010 -0.055 -0.123
-0.018 -0.076 0.006

Atom charges from the natural (NBO) analysis, given in e for atoms 1 to 2: O -0.91; S 2.54

| no. | Kohn-Sham gap (eV) |
| --- | --- |
| 1 | 7.96 |
| 2 | 8.49 |
| 3 | 9.01 |